Entry 1:
Formula: C11H25Br3CuN3O
Source: the Open Molecules 2025 dataset
Level of theory: ωB97M-V/def2-TZVPD

- DFT total energy: -10036.15276 hartree
- E_HOMO: -6.72 eV
- Gap between HOMO and LUMO: 6.33 eV
- Charge: 0

Each line ends with the Mulliken charge.
Cartesian coordinates (Å):
Cu (5.27, 12.48, -13.50)  0.3836
C (7.53, 6.95, -9.12)  -1.0118
C (8.92, 7.57, -9.08)  -0.5578
N (9.18, 8.36, -10.30)  0.1271
C (10.07, 8.01, -11.31)  -0.3833
C (9.95, 8.96, -12.27)  -0.3522
N (9.06, 9.90, -11.84)  0.2611
C (8.64, 9.53, -10.63)  -0.1431
C (8.71, 11.07, -12.60)  -0.7672
H (7.51, 6.08, -9.77)  0.3201
H (6.79, 7.66, -9.49)  0.3500
H (7.21, 6.68, -8.12)  0.3535
H (9.71, 6.82, -9.05)  0.2933
H (9.17, 8.25, -8.26)  0.3832
H (10.75, 7.18, -11.25)  0.4074
H (10.48, 9.11, -13.19)  0.4359
H (8.01, 10.10, -9.97)  0.4296
H (8.93, 10.94, -13.66)  0.3666
H (9.23, 11.98, -12.29)  0.3055
H (7.64, 11.22, -12.60)  0.1128
C (3.44, 11.46, -16.83)  -0.4453
N (4.34, 11.17, -17.99)  0.0994
C (5.09, 9.86, -17.81)  -0.6225
C (3.47, 10.93, -19.20)  -0.9519
C (5.24, 12.35, -18.28)  -0.2138
C (5.92, 12.46, -19.65)  -0.9886
O (6.49, 11.25, -20.10)  -0.5321
H (2.83, 12.33, -17.08)  0.3770
H (4.05, 11.67, -15.97)  0.0057
H (2.83, 10.57, -16.74)  0.3383
H (5.71, 9.66, -18.68)  0.3178
H (4.35, 9.07, -17.73)  0.3865
H (5.65, 10.00, -16.88)  0.1088
H (2.66, 11.67, -19.19)  0.3615
H (2.96, 9.98, -19.06)  0.4271
H (4.01, 10.97, -20.14)  0.3637
H (5.96, 12.35, -17.45)  0.1986
H (4.67, 13.25, -18.04)  0.4721
H (6.70, 13.21, -19.52)  0.4408
H (5.15, 12.80, -20.35)  0.4014
H (7.39, 11.19, -19.79)  0.3345
Br (2.61, 12.93, -13.10)  -0.7011
Br (6.69, 13.93, -15.47)  -0.7434
Br (5.85, 9.80, -14.24)  -0.7487

***

Entry 2:
Formula: C5H8S
Source: the Open Molecules 2025 dataset
Level of theory: ωB97M-V/def2-TZVPD

- Structure (SMILES): C=CCC(C)=S
- DFT total energy: -593.31861 hartree
- E_HOMO: -8.58 eV
- Gap between HOMO and LUMO: 8.31 eV
- Charge: 0

Each line ends with the Mulliken charge.
Cartesian coordinates (Å):
C (1.56, -1.69, 1.52)  -0.7895
C (1.28, -0.22, 1.44)  0.1298
C (-0.21, 0.10, 1.08)  -1.0454
C (-0.62, 0.17, -0.38)  0.2826
C (-0.99, -1.10, -0.75)  -0.5583
S (-0.43, 1.48, -1.43)  -0.2180
H (0.67, -2.50, 1.61)  0.1708
H (2.54, -1.83, 1.65)  0.3662
H (1.97, 0.71, 1.34)  0.3108
H (-0.78, -0.66, 1.65)  0.4315
H (-0.34, 1.09, 1.72)  0.3169
H (-2.14, -0.93, -0.73)  0.2487
H (-0.61, -1.99, 0.06)  0.0859
H (-0.49, -1.13, -1.95)  0.2678

***

Entry 3:
Formula: C34H49B2F2N6O2S8Se2Sr
Source: the Open Molecules 2025 dataset
Level of theory: ωB97M-V/def2-TZVPD

- DFT total energy: -10072.56799 hartree
- E_HOMO: -3.41 eV
- Gap between HOMO and LUMO: 4.37 eV
- Charge: -1

Each line ends with the Mulliken charge.
Cartesian coordinates (Å):
Sr (0.96, -0.63, 0.30)  0.9026
C (1.47, -4.86, 3.86)  -1.9822
C (1.95, -3.46, 3.72)  0.4884
C (2.86, -2.93, 4.59)  -0.9449
C (3.33, -1.60, 4.48)  0.1689
N (2.83, -0.95, 3.47)  0.0340
N (1.97, -1.43, 2.61)  -0.3138
B (2.23, 0.15, 2.49)  -1.2034
N (3.14, 0.64, 1.26)  0.8569
N (3.60, 1.91, 1.40)  0.1864
C (4.32, 2.45, 0.46)  -0.7346
C (4.50, 1.81, -0.79)  -0.4631
C (4.15, 0.51, -0.97)  -0.5937
C (4.34, -0.19, -2.28)  -1.5531
C (3.63, -0.16, 0.21)  0.9086
S (3.66, -1.85, 0.25)  -0.1028
C (5.07, 3.73, 0.85)  2.5581
C (4.10, 4.74, 1.47)  -0.6178
C (5.81, 4.37, -0.32)  -1.8887
C (6.12, 3.30, 1.90)  -1.5667
N (1.33, 1.12, 3.21)  0.6992
N (2.11, 2.09, 3.77)  0.3533
C (1.52, 3.05, 4.42)  -0.0587
C (0.10, 3.12, 4.49)  -0.9155
C (-0.66, 2.10, 4.04)  -0.3353
C (-2.15, 2.12, 4.16)  -1.6441
C (0.00, 0.95, 3.47)  1.4101
S (-0.80, -0.50, 3.21)  -0.2134
C (2.37, 4.08, 5.15)  2.4651
C (3.86, 3.76, 5.04)  -1.3113
C (1.98, 4.06, 6.64)  -1.8188
C (2.08, 5.47, 4.58)  -1.7130
C (1.43, -2.69, 2.60)  0.9944
S (0.49, -3.30, 1.39)  -0.2962
C (4.28, -0.87, 5.40)  2.4796
C (5.16, 0.08, 4.58)  -1.2728
C (3.44, -0.06, 6.40)  -1.3359
C (5.16, -1.86, 6.16)  -2.2235
H (1.91, -5.35, 4.73)  0.3798
H (1.71, -5.42, 2.96)  0.3813
H (0.38, -4.87, 3.95)  0.3446
H (3.24, -3.54, 5.40)  0.2784
H (4.95, 2.37, -1.61)  0.6658
H (5.16, 0.29, -2.83)  0.4027
H (3.41, -0.07, -2.86)  0.1454
H (4.55, -1.24, -2.15)  0.4592
H (3.50, 5.22, 0.70)  0.1621
H (4.66, 5.52, 2.00)  0.3932
H (3.42, 4.24, 2.16)  -0.6119
H (5.14, 4.69, -1.11)  0.0396
H (6.55, 3.68, -0.75)  0.3742
H (6.35, 5.25, 0.02)  0.4418
H (5.65, 2.78, 2.73)  0.0603
H (6.64, 4.19, 2.28)  0.4289
H (6.86, 2.64, 1.46)  0.3656
H (-0.37, 3.99, 4.93)  0.4265
H (-2.48, 2.96, 4.76)  0.4356
H (-2.51, 1.19, 4.60)  0.3850
H (-2.60, 2.19, 3.17)  0.1070
H (4.10, 2.83, 5.56)  0.0546
H (4.44, 4.57, 5.48)  0.5608
H (4.16, 3.64, 4.00)  -0.0614
H (2.13, 3.06, 7.07)  0.2672
H (0.94, 4.35, 6.80)  0.3440
H (2.61, 4.76, 7.20)  0.4947
H (2.27, 5.51, 3.50)  0.2188
H (2.72, 6.22, 5.07)  0.4951
H (1.04, 5.77, 4.74)  0.3437
H (4.57, 0.84, 4.07)  -0.1460
H (5.74, -0.46, 3.82)  0.4535
H (5.87, 0.59, 5.24)  0.4671
H (2.80, 0.65, 5.87)  -0.0448
H (4.10, 0.50, 7.07)  0.4435
H (2.80, -0.71, 7.01)  0.4419
H (5.72, -2.51, 5.48)  0.4358
H (4.58, -2.50, 6.84)  0.3957
H (5.88, -1.31, 6.77)  0.4507
C (-4.70, -2.04, 1.36)  -1.1156
Se (-2.99, -2.41, 0.49)  0.1588
C (-3.52, -1.90, -1.31)  -0.4219
C (-3.88, -0.43, -1.48)  -0.8642
Se (-2.40, 0.82, -1.15)  0.0758
C (-2.94, 1.33, 0.63)  -0.3865
H (-5.51, -2.53, 0.83)  0.3210
H (-4.90, -0.97, 1.43)  0.3071
H (-4.65, -2.45, 2.37)  0.3583
H (-4.35, -2.54, -1.61)  0.4652
H (-2.65, -2.15, -1.92)  0.0665
H (-4.70, -0.15, -0.82)  0.3656
H (-4.22, -0.27, -2.50)  0.4570
H (-3.89, 1.88, 0.62)  0.5314
H (-2.15, 2.00, 1.00)  -0.0917
H (-3.01, 0.46, 1.29)  0.0617
S (4.61, 5.97, -3.79)  -0.2767
C (3.45, 5.00, -3.12)  0.1002
S (3.04, 3.42, -3.66)  -0.2031
C (1.82, 2.98, -2.45)  0.0113
C (1.63, 3.97, -1.51)  -0.0130
S (0.59, 4.09, -0.08)  -0.1966
S (2.50, 5.47, -1.77)  -0.1732
S (1.13, 1.43, -2.71)  -0.3061
F (-0.76, -1.86, -2.90)  -0.2635
B (0.40, -1.74, -2.17)  -0.1290
F (1.42, -2.26, -2.94)  -0.2704
O (0.55, 1.63, 0.50)  -0.3146
O (-0.23, 2.70, -0.06)  -0.3364

***

Entry 4:
Formula: H2NO3S3
Source: the Open Molecules 2025 dataset
Level of theory: ωB97M-V/def2-TZVPD

- DFT total energy: -1476.22248 hartree
- E_HOMO: -4.40 eV
- Gap between HOMO and LUMO: 7.75 eV
- Charge: -1

Each line ends with the Mulliken charge.
Cartesian coordinates (Å):
N (0.01, 0.11, 0.69)  -0.2606
O (-1.92, -0.19, -1.46)  -0.4753
O (-2.41, 1.41, 0.27)  -0.6191
O (-2.85, -1.07, 0.64)  -0.5860
S (0.67, 1.15, -0.49)  -0.1252
S (0.19, -1.58, 0.33)  -0.1726
S (-2.04, 0.00, -0.02)  0.9614
H (-0.20, 2.13, -0.33)  0.1303
H (-1.07, -1.90, 0.08)  0.1471

***

Entry 5:
Formula: C5H8N
Source: the Open Molecules 2025 dataset
Level of theory: ωB97M-V/def2-TZVPD

- Spin multiplicity: 3
- DFT total energy: -249.63499 hartree
- E_HOMO (spin up / spin down): -12.46 / -16.39 eV
- Gap between HOMO and LUMO (spin up / spin down): 8.43 / 8.71 eV
- Charge: +1

Each line ends with the Mulliken charge.
Cartesian coordinates (Å):
C (1.10, 2.04, 1.73)  -0.6391
C (1.43, 1.12, 0.82)  0.1891
C (0.17, -0.92, 0.27)  -0.0769
C (-0.95, -0.57, -0.96)  -0.1969
C (-1.49, -1.62, -1.72)  -0.9002
N (0.93, -0.12, 0.79)  -0.0869
H (1.58, 3.00, 1.74)  0.2947
H (0.36, 1.85, 2.49)  0.2922
H (2.23, 1.28, 0.10)  0.3660
H (0.10, -1.95, 0.57)  0.4609
H (-2.30, -2.23, -1.34)  0.3421
H (-0.40, 0.16, -1.54)  0.3401
H (-1.69, -0.13, -0.29)  0.2988
H (-1.07, -1.91, -2.67)  0.3162

***

Entry 6:
Formula: C4H9NO3
Source: the Open Molecules 2025 dataset
Level of theory: ωB97M-V/def2-TZVPD

- Structure (SMILES): COC(N)=O.C=CO
- DFT total energy: -438.26957 hartree
- E_HOMO: -8.92 eV
- Gap between HOMO and LUMO: 9.64 eV
- Charge: 0

Each line ends with the Mulliken charge.
Cartesian coordinates (Å):
C (-1.39, 0.37, -1.74)  -0.6725
O (-0.63, 1.03, -0.74)  -0.3452
C (-1.02, 0.79, 0.59)  0.6031
N (-0.38, 1.66, 1.42)  -0.3840
O (-1.91, 0.06, 0.92)  -0.5989
H (-2.25, -0.13, -1.29)  0.3201
H (-1.72, 1.12, -2.47)  0.2484
H (-0.75, -0.37, -2.23)  0.2541
H (0.26, 2.33, 1.03)  0.2156
H (-0.71, 1.75, 2.36)  0.2236
C (1.74, -0.97, -0.67)  -0.7831
C (1.42, -1.12, 0.60)  0.4632
O (1.67, -2.23, 1.35)  -0.5095
H (2.24, -1.75, -1.23)  0.2649
H (1.39, -0.04, -1.17)  0.2672
H (0.82, -0.34, 1.09)  0.0984
H (1.21, -2.17, 2.19)  0.3347